[1]
Computed, not measured: a cluster of 6 separate species, C28H53NO19S5 in total at a distorted geometry, with wB97M-V/def2-TZVPD.

Calculated values
**Molar mass**: 868.05 Da
**HOMO level**: -9.18 eV
**SMILES string**: CC(=O)OCCCN1C(=O)c2ccccc2C1=O.CCOS(C)(=O)=O.CCOS(C)(=O)=O.CCOS(C)(=O)=O.CCOS(C)(=O)=O.CCOS(C)(=O)=O
**Energy above the lowest of the compared OMol25 structures with the same formula, charge and spin**: 67.34 kcal per mole
**Energy**: -124456.511 eV

Each atom is followed by the atoms it is bonded to, with distances in Å.
Cartesian coordinates (Å):
1 C 6.117 -2.724 -0.367  C2 1.595, H19 1.157, H20 1.151, H21 1.144
2 C 6.059 -1.232 0.194  C1 1.595, O3 1.264, O4 1.421
3 O 6.267 -1.087 1.432  C2 1.264
4 O 5.845 -0.054 -0.572  C2 1.421, C5 1.452
5 C 4.919 -0.258 -1.670  O4 1.452, C6 1.616, H22 1.140, H23 1.157
6 C 3.954 1.005 -1.959  C5 1.616, C7 1.605, H24 1.150, H25 1.140
7 C 3.555 1.849 -0.653  C6 1.605, N8 1.490, H26 1.156, H27 1.157
8 N 2.418 1.290 0.130  C7 1.490, C9 1.464, C17 1.464
9 C 2.528 -0.076 0.646  N8 1.464, O10 1.251, C11 1.593
10 O 3.242 -0.568 1.548  C9 1.251
11 C 1.457 -0.964 -0.130  C9 1.593, C12 1.541, C16 1.559
12 C 1.319 -2.488 -0.308  C11 1.541, C13 1.576, H28 1.137
13 C 0.066 -2.977 -1.129  C12 1.576, C14 1.546, H29 1.147
14 C -0.916 -1.924 -1.689  C13 1.546, C15 1.601, H30 1.145
15 C -0.724 -0.344 -1.516  C14 1.601, C16 1.547, H31 1.142
16 C 0.509 0.129 -0.710  C11 1.559, C15 1.547, C17 1.597
17 C 1.055 1.579 -0.321  N8 1.464, C16 1.597, O18 1.248
18 O 0.403 2.642 -0.372  C17 1.248
19 H 5.381 -3.337 0.282  C1 1.157
20 H 5.727 -2.837 -1.444  C1 1.151
21 H 7.140 -3.209 -0.205  C1 1.144
22 H 4.245 -1.173 -1.573  C5 1.140
23 H 5.560 -0.386 -2.624  C5 1.157
24 H 2.979 0.575 -2.390  C6 1.150
25 H 4.418 1.700 -2.735  C6 1.140
26 H 4.466 2.005 0.041  C7 1.156
27 H 3.290 2.913 -1.021  C7 1.157
28 H 2.092 -3.193 0.137  C12 1.137
29 H -0.065 -4.106 -1.283  C13 1.147
30 H -1.840 -2.284 -2.262  C14 1.145
31 H -1.461 0.423 -1.934  C15 1.142
32 C -2.348 2.993 -5.582  C33 1.514, H39 1.092, H40 1.092, H41 1.093
33 C -3.374 1.886 -5.710  C32 1.514, O34 1.426, H42 1.094, H43 1.093
34 O -2.922 0.847 -6.577  C33 1.426, S35 1.616
35 S -1.850 -0.218 -6.003  O34 1.616, C36 1.770, O37 1.440, O38 1.439
36 C -2.010 -1.410 -7.302  S35 1.770, H44 1.089, H45 1.090, H46 1.089
37 O -2.358 -0.788 -4.782  S35 1.440
38 O -0.536 0.362 -6.075  S35 1.439
39 H -1.460 2.644 -5.052  C32 1.092
40 H -2.763 3.838 -5.028  C32 1.092
41 H -2.022 3.339 -6.566  C32 1.093
42 H -3.641 1.483 -4.728  C33 1.094
43 H -4.288 2.290 -6.152  C33 1.093
44 H -3.023 -1.812 -7.290  C36 1.089
45 H -1.289 -2.206 -7.117  C36 1.090
46 H -1.795 -0.925 -8.253  C36 1.089
47 C 0.000 1.152 3.397  C48 1.517, H54 1.092, H55 1.092, H56 1.093
48 C -0.663 2.321 2.694  C47 1.517, O49 1.429, H57 1.094, H58 1.093
49 O -1.686 2.906 3.503  C48 1.429, S50 1.621
50 S -1.254 3.894 4.713  O49 1.621, C51 1.771, O52 1.439, O53 1.439
51 C -2.859 4.574 5.026  S50 1.771, H59 1.089, H60 1.090, H61 1.090
52 O -0.407 4.935 4.191  S50 1.439
53 O -0.868 3.096 5.847  S50 1.439
54 H 0.577 1.489 4.261  C47 1.092
55 H 0.680 0.630 2.720  C47 1.092
56 H -0.748 0.445 3.765  C47 1.093
57 H 0.073 3.072 2.395  C48 1.094
58 H -1.146 1.963 1.782  C48 1.093
59 H -3.183 5.131 4.147  C51 1.089
60 H -2.779 5.240 5.885  C51 1.090
61 H -3.550 3.761 5.248  C51 1.090
62 C 10.482 -7.719 1.912  C63 1.517, H69 1.092, H70 1.092, H71 1.093
63 C 10.414 -6.626 0.863  C62 1.517, O64 1.428, H72 1.094, H73 1.092
64 O 9.592 -7.007 -0.241  C63 1.428, S65 1.617
65 S 7.986 -6.928 -0.071  O64 1.617, C66 1.770, O67 1.440, O68 1.438
66 C 7.575 -7.097 -1.785  S65 1.770, H74 1.090, H75 1.090, H76 1.089
67 O 7.626 -5.602 0.363  S65 1.440
68 O 7.534 -8.103 0.625  S65 1.438
69 H 9.515 -7.854 2.402  C62 1.092
70 H 11.219 -7.471 2.679  C62 1.092
71 H 10.750 -8.676 1.457  C62 1.093
72 H 10.067 -5.683 1.296  C63 1.094
73 H 11.415 -6.448 0.464  C63 1.092
74 H 7.967 -6.237 -2.328  C66 1.090
75 H 6.489 -7.130 -1.868  C66 1.090
76 H 8.006 -8.024 -2.161  C66 1.089
77 C -3.972 4.508 1.097  C78 1.514, H84 1.093, H85 1.092, H86 1.093
78 C -4.940 3.562 0.418  C77 1.514, O79 1.428, H87 1.094, H88 1.092
79 O -5.461 4.122 -0.787  C78 1.428, S80 1.616
80 S -4.525 4.113 -2.104  O79 1.616, C81 1.771, O82 1.441, O83 1.438
81 C -5.793 4.507 -3.275  S80 1.771, H89 1.090, H90 1.090, H91 1.089
82 O -4.072 2.767 -2.349  S80 1.441
83 O -3.611 5.221 -2.031  S80 1.438
84 H -3.062 4.629 0.505  C77 1.093
85 H -3.687 4.128 2.080  C77 1.092
86 H -4.416 5.500 1.214  C77 1.093
87 H -4.470 2.592 0.225  C78 1.094
88 H -5.792 3.381 1.077  C78 1.092
89 H -6.521 3.697 -3.293  C81 1.090
90 H -5.324 4.612 -4.254  C81 1.090
91 H -6.262 5.446 -2.984  C81 1.089
92 C -8.738 0.910 3.615  C93 1.517, H99 1.092, H100 1.092, H101 1.093
93 C -8.211 0.011 4.717  C92 1.517, O94 1.427, H102 1.094, H103 1.092
94 O -6.827 -0.285 4.535  C93 1.427, S95 1.618
95 S -5.736 0.837 4.946  O94 1.618, C96 1.770, O97 1.440, O98 1.440
96 C -4.311 -0.211 4.898  S95 1.770, H104 1.089, H105 1.091, H106 1.090
97 O -5.968 1.238 6.309  S95 1.440
98 O -5.633 1.796 3.876  S95 1.440
99 H -8.297 1.907 3.676  C92 1.092
100 H -9.823 1.015 3.689  C92 1.092
101 H -8.487 0.505 2.631  C92 1.093
102 H -8.387 0.450 5.704  C93 1.094
103 H -8.744 -0.942 4.689  C93 1.092
104 H -4.410 -0.977 5.667  C96 1.089
105 H -3.433 0.406 5.094  C96 1.091
106 H -4.237 -0.661 3.908  C96 1.090


[2]
Computed, not measured: a cluster of 6 separate species, C13H38N4O6 in total at a distorted geometry, with wB97M-V/def2-TZVPD.

Calculated values
**Molar mass**: 346.47 Da
**HOMO level**: -9.51 eV
**SMILES string**: NC(N)=O.NC(N)=O.CC(C)O.CC(C)O.CC(C)O.CCO
**Energy above the lowest of the compared OMol25 structures with the same formula, charge and spin**: 0.00 kcal per mole
**Energy**: -32343.654 eV

Each atom is followed by the atoms it is bonded to, with distances in Å.
Cartesian coordinates (Å):
1 N 4.365 -0.104 -2.764  C2 1.370, H5 0.999, H6 1.007
2 C 3.339 -0.597 -3.526  N1 1.370, N3 1.366, O4 1.223
3 N 2.349 -1.107 -2.736  C2 1.366, H7 1.006, H8 1.003
4 O 3.278 -0.592 -4.748  C2 1.223
5 H 4.492 -0.223 -1.780  N1 0.999
6 H 5.203 0.176 -3.248  N1 1.007
7 H 2.478 -0.947 -1.751  N3 1.006
8 H 1.499 -1.426 -3.163  N3 1.003
9 N -3.300 1.833 -3.582  C10 1.358, H13 1.003, H14 1.000
10 C -2.457 2.813 -3.999  N9 1.358, N11 1.347, O12 1.232
11 N -2.958 4.059 -3.902  C10 1.347, H15 1.002, H16 1.005
12 O -1.308 2.563 -4.365  C10 1.232
13 H -4.218 2.163 -3.347  N9 1.003
14 H -3.023 0.874 -3.518  N9 1.000
15 H -3.801 4.340 -3.439  N11 1.002
16 H -2.365 4.821 -4.182  N11 1.005
17 C -4.622 -2.986 0.536  C18 1.524, H21 1.092, H22 1.088, H23 1.090
18 C -3.659 -1.805 0.503  C17 1.524, C19 1.502, O20 1.445, H24 1.098
19 C -3.697 -0.859 1.669  C18 1.502, H25 1.097, H26 1.091, H27 1.088
20 O -2.312 -2.303 0.343  C18 1.445, H28 0.978
21 H -5.546 -2.679 0.041  C17 1.092
22 H -4.811 -3.337 1.549  C17 1.088
23 H -4.235 -3.782 -0.098  C17 1.090
24 H -3.754 -1.251 -0.440  C18 1.098
25 H -4.663 -0.342 1.618  C19 1.097
26 H -2.975 -0.065 1.469  C19 1.091
27 H -3.562 -1.288 2.659  C19 1.088
28 H -1.700 -1.541 0.380  O20 0.978
29 C 1.462 -3.627 -0.449  C30 1.527, H33 1.096, H34 1.087, H35 1.090
30 C 1.690 -2.712 0.752  C29 1.527, C31 1.502, O32 1.468, H36 1.089
31 C 2.754 -3.247 1.667  C30 1.502, H37 1.091, H38 1.093, H39 1.093
32 O 2.262 -1.502 0.148  C30 1.468, H40 0.959
33 H 0.904 -4.515 -0.133  C29 1.096
34 H 2.377 -3.992 -0.910  C29 1.087
35 H 0.772 -3.131 -1.131  C29 1.090
36 H 0.738 -2.419 1.190  C30 1.089
37 H 3.749 -3.376 1.240  C31 1.091
38 H 2.473 -4.244 2.016  C31 1.093
39 H 2.837 -2.608 2.549  C31 1.093
40 H 3.198 -1.408 0.338  O32 0.959
41 C 2.511 2.466 2.745  C42 1.549, H45 1.089, H46 1.093, H47 1.093
42 C 1.116 2.961 3.202  C41 1.549, C43 1.529, O44 1.413, H48 1.088
43 C 0.526 1.958 4.194  C42 1.529, H49 1.090, H50 1.091, H51 1.091
44 O 1.312 4.236 3.780  C42 1.413, H52 0.961
45 H 3.280 2.536 3.512  C41 1.089
46 H 2.777 3.113 1.905  C41 1.093
47 H 2.492 1.460 2.319  C41 1.093
48 H 0.485 3.028 2.319  C42 1.088
49 H 0.572 0.957 3.765  C43 1.090
50 H -0.510 2.263 4.355  C43 1.091
51 H 1.050 1.924 5.150  C43 1.091
52 H 1.715 4.147 4.647  O44 0.961
53 C 0.344 1.863 -0.658  C54 1.524, H56 1.092, H57 1.088, H58 1.093
54 C -0.577 0.674 -0.900  C53 1.524, O55 1.433, H59 1.092, H60 1.090
55 O -0.567 -0.242 0.202  C54 1.433, H61 0.965
56 H -0.007 2.437 0.202  C53 1.092
57 H 0.451 2.542 -1.502  C53 1.088
58 H 1.331 1.495 -0.364  C53 1.093
59 H -0.273 0.071 -1.759  C54 1.092
60 H -1.619 0.982 -0.984  C54 1.090
61 H 0.339 -0.496 0.415  O55 0.965


[3]
Computed, not measured: the ion C17H21Cl2O6 with charge -1 at a distorted geometry, with wB97M-V/def2-TZVPD.

Calculated values
**Molar mass**: 392.25 Da
**HOMO level**: -3.29 eV
**SMILES string**: CCCCC(C(=O)OCC)(C(=O)OCC)[C@]1(Cl)C=C([O-])C(Cl)=CC1=O
**Total charge**: -1
**Energy above the lowest of the compared OMol25 structures with the same formula, charge and spin**: 0.00 kcal per mole
**Energy**: -55300.274 eV

Each atom is followed by the atoms it is bonded to, with distances in Å.
Cartesian coordinates (Å):
1 C -1.713 -3.350 3.938  C2 1.529, H26 1.091, H27 1.095, H28 1.095
2 C -0.705 -2.301 3.467  C1 1.529, C3 1.524, H29 1.098, H30 1.097
3 C -1.049 -1.824 2.062  C2 1.524, C4 1.508, H31 1.100, H32 1.091
4 C 0.009 -1.071 1.295  C3 1.508, C5 1.585, H33 1.096, H34 1.095
5 C 0.257 0.446 1.679  C4 1.585, C6 1.537, C11 1.530, C16 1.519
6 C 1.462 0.542 2.629  C5 1.537, O7 1.215, O8 1.352
7 O 1.646 1.374 3.496  C6 1.215
8 O 2.380 -0.419 2.381  C6 1.352, C9 1.460
9 C 3.699 -0.124 2.932  O8 1.460, C10 1.503, H35 1.098, H36 1.095
10 C 4.622 -1.109 2.271  C9 1.503, H37 1.091, H38 1.096, H39 1.096
11 C -0.918 1.169 2.341  C5 1.530, O12 1.214, O13 1.356
12 O -0.846 1.962 3.257  C11 1.214
13 O -2.116 0.860 1.785  C11 1.356, C14 1.449
14 C -3.199 1.514 2.492  O13 1.449, C15 1.496, H40 1.099, H41 1.096
15 C -4.429 1.172 1.714  C14 1.496, H42 1.090, H43 1.094, H44 1.094
16 C 0.579 1.303 0.468  C5 1.519, Cl17 1.807, C18 1.461, C24 1.573
17 Cl 1.940 0.558 -0.458  C16 1.807
18 C 1.054 2.625 0.869  C16 1.461, C19 1.433, H45 1.088
19 C 0.516 3.874 0.416  C18 1.433, O20 1.237, C21 1.517
20 O 0.957 4.956 0.821  C19 1.237
21 C -0.626 3.777 -0.577  C19 1.517, Cl22 1.707, C23 1.351
22 Cl -1.215 5.252 -1.204  C21 1.707
23 C -1.114 2.588 -0.994  C21 1.351, C24 1.450, H46 1.087
24 C -0.612 1.299 -0.560  C16 1.573, C23 1.450, O25 1.226
25 O -1.061 0.249 -1.007  C24 1.226
26 H -1.430 -3.741 4.917  C1 1.091
27 H -2.717 -2.921 4.009  C1 1.095
28 H -1.749 -4.194 3.240  C1 1.095
29 H -0.693 -1.444 4.153  C2 1.098
30 H 0.307 -2.725 3.472  C2 1.097
31 H -1.307 -2.705 1.455  C3 1.100
32 H -1.938 -1.192 2.082  C3 1.091
33 H 0.982 -1.573 1.353  C4 1.096
34 H -0.308 -1.045 0.247  C4 1.095
35 H 3.949 0.915 2.680  C9 1.098
36 H 3.646 -0.247 4.019  C9 1.095
37 H 5.650 -0.953 2.601  C10 1.091
38 H 4.336 -2.137 2.521  C10 1.096
39 H 4.579 -0.985 1.182  C10 1.096
40 H -3.234 1.135 3.523  C14 1.099
41 H -3.015 2.594 2.510  C14 1.096
42 H -5.273 1.753 2.085  C15 1.090
43 H -4.291 1.398 0.652  C15 1.094
44 H -4.679 0.112 1.815  C15 1.094
45 H 1.956 2.628 1.478  C18 1.088
46 H -1.941 2.566 -1.699  C23 1.087